(1)
{
  "formula": "C8H15N2",
  "method": "ωB97M-V/def2-TZVPD",
  "symbols": ["C", "N", "C", "C", "N", "C", "C", "C", "C", "C", "H", "H", "H", "H", "H", "H", "H", "H", "H", "H", "H", "H", "H", "H", "H"],
  "xyz": [[0.3110, 1.9922, -0.9763], [0.2158, 0.4737, -0.8895], [0.1397, -0.2543, -2.2380], [0.1176, -1.8049, -1.9718], [0.2162, -2.1556, -0.5587], [-0.4242, -1.4491, 0.2662], [-0.7907, 0.0671, 0.0083], [-0.2943, -0.5911, 1.4275], [1.1439, -0.3229, 1.9294], [-1.3768, -0.6897, 2.4859], [1.1490, 2.1889, -1.7258], [-0.4821, 2.6883, -1.0122], [0.8060, 2.3053, 0.0061], [1.0862, -0.0296, -0.4865], [1.0509, 0.2183, -2.8092], [-0.8174, 0.0377, -2.6762], [-0.9120, -2.1371, -2.3573], [0.9472, -2.1746, -2.5202], [-1.7972, 0.2651, 0.0683], [1.7025, -1.1589, 1.7633], [1.0505, -0.2089, 3.0103], [1.6096, 0.5031, 1.3792], [-1.7042, 0.3126, 2.7986], [-0.9232, -1.4085, 3.2315], [-2.3311, -1.1392, 2.0160]],
  "forces_ev_per_angstrom": [[5.526, -0.318, 1.190], [0.404, 0.785, -0.755], [0.637, 1.324, -0.106], [-2.191, 1.302, -0.244], [0.227, -0.546, 0.814], [0.342, 2.054, -1.731], [1.348, -4.758, 3.260], [0.173, -0.029, -0.744], [-2.481, 1.465, 0.147], [-1.031, -0.903, -1.073], [-1.520, 0.055, 0.659], [-1.771, -0.443, -0.778], [-0.580, -0.587, -1.086], [-1.014, 1.880, -0.477], [-1.818, -1.426, 0.734], [0.404, 0.288, -0.212], [1.818, -0.009, 0.307], [0.368, -1.085, -0.366], [-1.962, 1.473, -0.782], [1.684, -2.356, -0.426], [0.481, 0.658, -0.177], [-0.024, 0.177, 0.629], [0.567, -0.457, 0.657], [-1.098, 1.105, -0.305], [1.512, 0.350, 0.865]],
  "homo_energy_ha": -0.4801,
  "smiles": "C[N@@H+]1CCN=C2[C@H]1C2(C)C",
  "fmax_ev_per_a": 5.92,
  "total_energy_ev": -11508.71309,
  "charge": 1
}



(2)
{
  "formula": "C40H61As3FN4OPSe2SiTi",
  "method": "ωB97M-V/def2-TZVPD",
  "symbols": ["Ti", "C", "As", "C", "C", "C", "C", "C", "As", "C", "C", "C", "As", "C", "C", "H", "H", "H", "H", "H", "H", "H", "H", "H", "H", "H", "H", "H", "H", "H", "H", "H", "H", "H", "H", "H", "H", "H", "H", "H", "H", "H", "Se", "P", "Se", "C", "C", "C", "C", "C", "C", "C", "C", "C", "C", "C", "C", "H", "H", "H", "H", "H", "H", "H", "H", "H", "H", "C", "Si", "C", "C", "N", "C", "C", "C", "C", "C", "C", "F", "H", "H", "H", "H", "H", "H", "H", "H", "H", "H", "H", "H", "H", "N", "C", "O", "C", "C", "N", "C", "N", "H", "H", "C", "C", "C", "C", "H", "H", "H", "H", "H", "H", "H", "H", "H"],
  "xyz": [[0.8262, 1.6732, 0.6048], [-1.3071, -4.1955, 1.1297], [0.0158, -3.1544, 0.1191], [-0.0765, -4.2645, -1.4959], [1.6270, -4.0610, 0.8916], [2.3735, -3.2982, 2.0000], [1.3767, -2.5949, 2.9288], [3.3621, -2.2653, 1.4393], [2.6912, -0.7316, 0.3552], [2.9945, -1.5431, -1.3980], [4.3925, 0.2476, 0.3608], [3.1648, -4.2749, 2.9012], [4.4825, -5.6379, 2.2947], [3.2762, -7.1914, 2.2580], [4.6786, -5.5036, 0.3427], [-1.1030, -5.2647, 1.0312], [-2.2853, -3.9640, 0.7107], [-1.2907, -3.9101, 2.1818], [0.1708, -5.3050, -1.2702], [0.5936, -3.8835, -2.2668], [-1.0995, -4.1907, -1.8665], [2.2955, -4.2511, 0.0514], [1.2974, -5.0345, 1.2707], [0.8058, -1.8277, 2.4023], [1.8987, -2.1018, 3.7543], [0.6648, -3.3085, 3.3515], [4.1039, -2.7598, 0.8055], [3.9099, -1.8287, 2.2811], [3.9947, -1.9814, -1.4029], [2.9149, -0.7566, -2.1450], [2.2504, -2.3058, -1.6186], [5.2316, -0.4515, 0.3781], [4.4582, 0.9283, 1.2075], [4.4283, 0.8439, -0.5501], [2.4501, -4.8605, 3.4914], [3.7323, -3.6786, 3.6221], [2.8920, -7.3724, 3.2619], [3.8301, -8.0723, 1.9323], [2.4395, -7.0225, 1.5805], [5.0905, -4.5392, 0.0536], [3.7435, -5.6706, -0.1852], [5.3927, -6.2785, 0.0584], [-3.2985, -1.9002, -1.4597], [-1.8200, -0.4197, -2.2766], [1.2214, 1.4517, -1.6421], [-1.3659, -1.1305, -3.9373], [-0.1452, -0.7556, -4.4922], [0.2390, -1.2174, -5.7453], [-0.5943, -2.0622, -6.4631], [-1.8163, -2.4409, -5.9165], [-2.1951, -1.9805, -4.6658], [-2.8688, 0.9595, -2.9529], [-2.2126, 2.1327, -3.3268], [-2.9149, 3.2000, -3.8669], [-4.2897, 3.1126, -4.0437], [-4.9522, 1.9510, -3.6675], [-4.2481, 0.8867, -3.1234], [0.5110, -0.0978, -3.9318], [1.1929, -0.9109, -6.1599], [-0.2959, -2.4258, -7.4400], [-2.4790, -3.0957, -6.4727], [-3.1367, -2.2838, -4.2205], [-1.1400, 2.2110, -3.1741], [-2.3851, 4.1036, -4.1467], [-4.8414, 3.9465, -4.4634], [-6.0258, 1.8720, -3.8021], [-4.7562, -0.0185, -2.8083], [1.1996, 1.7560, 5.7610], [1.7402, 1.8964, 3.9524], [2.4005, 3.6458, 3.8363], [3.2330, 0.7381, 3.8692], [0.5684, 1.4795, 2.7356], [-0.5799, 0.7380, 3.0031], [-1.2986, 0.6655, 4.2112], [-2.4102, -0.1533, 4.3648], [-2.8910, -0.9347, 3.3240], [-2.2530, -0.8625, 2.0913], [-1.1633, -0.0398, 1.9975], [-0.5682, 0.0474, 0.7497], [2.0937, 1.9704, 6.3544], [0.8495, 0.7584, 6.0270], [0.4301, 2.4753, 6.0476], [3.0173, 3.8141, 4.7247], [1.6110, 4.3991, 3.8195], [3.0293, 3.8069, 2.9639], [4.1737, 1.2911, 3.8145], [3.1827, 0.0943, 2.9925], [3.2721, 0.0909, 4.7497], [-0.9998, 1.2885, 5.0360], [-2.9148, -0.1641, 5.3243], [-3.7632, -1.5622, 3.4494], [-2.5949, -1.3719, 1.1926], [1.3550, 5.1382, 0.9985], [2.3720, 4.3251, 0.5897], [2.2676, 3.0755, 0.7858], [3.5393, 4.8913, 0.0468], [3.6208, 6.2899, -0.1108], [3.6330, 7.4409, -0.2239], [4.6227, 4.0895, -0.3715], [5.5469, 3.4800, -0.6977], [1.2551, 6.0290, 0.5372], [0.4906, 4.6553, 1.1970], [-3.0568, 2.6675, 1.5307], [-1.8591, 3.5584, 1.1956], [-2.3817, 4.8716, 0.5996], [-0.8818, 2.9080, 0.1989], [-3.8540, 3.2549, 1.9960], [-2.8045, 1.8608, 2.2146], [-3.4575, 2.2164, 0.6187], [-1.3473, 3.7959, 2.1418], [-2.9004, 4.6684, -0.3414], [-1.5686, 5.5692, 0.3798], [-3.0818, 5.3718, 1.2761], [-0.4670, 3.6751, -0.4643], [-1.4461, 2.2572, -0.4823]],
  "forces_ev_per_angstrom": [[0.345, 0.649, -1.455], [-0.026, -0.005, 0.012], [0.060, 0.009, -0.056], [-0.026, -0.028, 0.010], [-0.058, 0.028, -0.038], [0.050, -0.019, -0.008], [-0.005, 0.077, 0.085], [0.073, -0.087, 0.027], [0.127, 0.031, 0.140], [-0.126, -0.020, 0.012], [-0.020, -0.005, -0.052], [-0.006, 0.007, 0.014], [-0.008, 0.022, 0.026], [-0.026, 0.005, -0.025], [0.016, 0.013, 0.003], [0.002, 0.008, 0.022], [-0.040, 0.008, -0.010], [-0.003, 0.009, -0.011], [-0.005, -0.006, -0.008], [0.019, 0.007, 0.014], [0.010, 0.017, -0.018], [0.021, 0.018, 0.000], [-0.026, 0.008, -0.022], [0.026, 0.007, -0.003], [0.000, -0.014, 0.001], [0.017, -0.008, 0.013], [0.019, -0.023, 0.046], [-0.024, 0.050, -0.038], [-0.016, -0.011, -0.024], [0.023, -0.015, 0.001], [-0.036, -0.025, 0.013], [-0.001, 0.014, -0.004], [0.009, -0.028, 0.007], [0.009, 0.027, 0.028], [0.022, -0.046, -0.036], [-0.034, 0.010, 0.003], [0.012, -0.013, 0.000], [0.002, -0.003, 0.005], [-0.009, 0.001, 0.001], [0.013, 0.003, -0.001], [-0.011, -0.005, -0.004], [0.000, 0.007, -0.005], [0.169, 0.134, -0.083], [-0.508, -0.550, 0.296], [0.114, 0.025, 0.385], [-0.078, 0.126, -0.052], [0.063, 0.019, 0.038], [0.034, -0.009, -0.066], [-0.019, 0.004, 0.006], [0.021, -0.014, -0.052], [-0.015, -0.019, 0.057], [0.015, -0.047, -0.162], [0.056, -0.001, 0.044], [-0.022, 0.051, -0.035], [0.005, 0.002, 0.006], [-0.029, 0.050, -0.020], [0.018, -0.039, 0.075], [-0.005, -0.001, 0.008], [0.007, -0.017, 0.004], [0.002, 0.002, -0.006], [0.011, -0.015, 0.006], [0.000, -0.008, -0.004], [0.000, -0.002, -0.006], [-0.004, 0.008, 0.007], [0.000, 0.002, -0.002], [-0.005, 0.011, 0.019], [-0.003, -0.006, -0.019], [-0.047, 0.008, -0.015], [0.030, -0.108, -0.051], [-0.042, 0.019, -0.030], [0.007, -0.015, -0.066], [-0.229, -0.164, 0.086], [0.197, -0.119, 0.091], [-0.035, 0.059, -0.003], [0.000, 0.004, -0.010], [-0.030, -0.001, -0.018], [0.018, 0.125, 0.012], [0.011, -0.197, -0.024], [0.175, 0.219, 0.095], [0.010, 0.004, 0.018], [0.037, -0.042, 0.008], [0.004, 0.046, 0.006], [-0.019, 0.031, 0.022], [-0.021, 0.001, 0.025], [0.044, -0.034, 0.017], [0.014, 0.018, 0.025], [-0.022, 0.013, 0.007], [0.000, -0.012, 0.003], [0.011, 0.002, 0.026], [-0.010, 0.004, 0.002], [-0.004, -0.002, 0.002], [-0.020, -0.025, 0.022], [-0.094, -0.044, -0.228], [0.079, -0.018, 0.111], [-0.378, -0.180, 0.491], [-0.217, 0.014, 0.011], [0.010, 0.185, -0.028], [-0.004, -0.010, 0.014], [0.192, -0.132, 0.020], [-0.014, -0.008, -0.013], [0.097, 0.046, 0.084], [0.018, -0.001, -0.018], [-0.008, -0.022, -0.008], [0.080, 0.121, 0.057], [0.001, 0.026, 0.028], [-0.077, -0.197, 0.122], [-0.001, 0.003, 0.022], [0.013, -0.004, -0.018], [-0.024, 0.022, -0.018], [-0.017, 0.000, -0.010], [-0.001, -0.008, -0.003], [0.009, 0.000, -0.018], [-0.003, 0.001, 0.010], [0.054, -0.031, 0.003], [0.009, 0.026, 0.030]],
  "homo_energy_ha": -0.0596,
  "fmax_ev_per_a": 1.63,
  "total_energy_ev": -406690.52706,
  "charge": -2
}



(3)
{
  "formula": "C32H28N5O3PS3Y",
  "method": "ωB97M-V/def2-TZVPD",
  "symbols": ["Y", "C", "C", "C", "C", "C", "C", "C", "H", "H", "H", "H", "H", "H", "H", "H", "O", "C", "O", "C", "C", "C", "C", "C", "C", "P", "C", "C", "C", "C", "C", "C", "C", "C", "C", "C", "C", "C", "H", "H", "H", "H", "H", "H", "H", "H", "H", "H", "H", "H", "H", "H", "N", "C", "N", "C", "C", "S", "C", "C", "S", "C", "N", "N", "H", "H", "H", "H", "H", "H", "O", "S", "N"],
  "xyz": [[-2.6260, -0.5608, -0.9215], [-0.7863, -2.2475, 3.5530], [-2.0222, -1.5448, 4.1765], [-2.8538, -2.2566, 4.9264], [-3.9175, -1.6149, 5.5717], [-4.2176, -0.2911, 5.3196], [-3.3828, 0.4402, 4.4480], [-2.3581, -0.2309, 3.7984], [-0.6767, -2.0308, 2.5056], [-0.9741, -3.3135, 3.8215], [0.0832, -1.8220, 4.1331], [-2.6890, -3.3058, 5.1480], [-4.4704, -2.2627, 6.2206], [-5.1190, 0.1802, 5.5885], [-3.5931, 1.4883, 4.2832], [-1.6349, 0.2706, 3.1016], [-0.8217, -0.7430, 0.5980], [0.0558, -0.6305, -0.3193], [-0.2632, -0.4343, -1.5407], [1.4817, -0.6800, 0.0943], [1.8317, -1.1436, 1.4199], [3.0816, -1.6766, 1.6887], [4.0025, -1.7471, 0.6463], [3.7833, -1.0737, -0.5182], [2.5221, -0.4846, -0.8498], [2.3819, 0.8658, -2.1163], [2.5958, -0.0944, -3.5653], [3.1842, 0.5784, -4.6551], [3.3605, -0.0909, -5.8702], [2.9659, -1.4387, -5.9519], [2.5169, -2.1487, -4.8923], [2.3157, -1.4811, -3.6589], [3.9778, 1.6180, -1.6843], [4.0133, 2.4917, -0.6064], [5.1080, 3.3115, -0.3062], [6.3430, 3.0736, -0.9394], [6.3289, 2.1511, -1.9720], [5.2195, 1.4478, -2.3391], [0.9919, -1.1493, 2.1442], [3.3113, -2.1433, 2.6526], [5.0005, -2.2585, 0.7738], [4.5748, -1.0443, -1.2692], [3.6131, 1.5901, -4.5580], [3.7263, 0.4495, -6.7019], [2.9596, -1.8981, -6.9041], [2.2629, -3.2003, -4.8770], [1.9336, -1.9278, -2.7219], [3.0836, 2.4566, 0.0051], [5.0728, 3.9578, 0.5572], [7.2457, 3.6691, -0.7247], [7.2347, 1.8983, -2.5425], [5.3534, 0.8102, -3.2614], [-4.8611, -2.2960, 1.6512], [-5.0421, -0.9491, 1.4969], [-4.3753, -0.1985, 0.6697], [-4.7904, 1.2105, 0.7704], [-5.8639, 1.3933, 1.6436], [-6.4619, -0.1483, 2.3443], [-4.0168, 2.2006, -0.0299], [-4.1787, 3.6273, -0.0708], [-2.9970, 4.4199, -1.0068], [-2.1777, 2.8737, -1.2810], [-2.9061, 1.7827, -0.8349], [-0.9465, 2.7878, -1.8681], [-4.2812, -2.8726, 1.0124], [-5.2463, -2.7578, 2.4648], [-6.2028, 2.3533, 2.0623], [-5.0669, 4.1478, 0.3005], [-0.5776, 3.6921, -2.2214], [-0.3781, 1.9526, -1.9434], [-3.1568, -2.8795, -0.9412], [-3.8663, -2.7640, -2.3502], [-3.7179, -1.3543, -2.7770]],
  "forces_ev_per_angstrom": [[1.734, -0.218, 0.802], [-0.849, 0.521, 2.447], [1.907, 0.629, -3.559], [-1.520, -0.576, 2.383], [-0.191, -0.426, -0.416], [1.157, -0.185, -1.056], [-0.214, -0.860, -0.231], [1.529, 0.822, 0.348], [-0.077, -0.238, -0.308], [0.876, 0.610, -0.654], [-0.526, -0.800, -0.729], [0.154, 0.054, -0.028], [-0.732, 0.171, 0.347], [-0.854, 0.362, 1.063], [0.014, 0.012, -0.244], [-0.946, -0.266, 0.675], [-0.900, -0.151, -0.839], [0.736, 1.140, 0.784], [-0.976, -0.199, 0.474], [1.527, -0.706, 0.526], [-1.469, -0.035, -1.001], [-0.494, -0.266, 0.140], [1.623, -0.514, 0.690], [-0.995, 0.643, -1.612], [0.136, -0.261, 1.710], [-0.756, -0.329, 1.716], [1.300, -1.002, -1.675], [0.352, -0.462, -0.738], [-1.018, -0.574, 1.788], [0.440, 1.241, -1.114], [-0.945, 0.111, 3.022], [0.097, 1.268, 0.019], [1.995, 0.167, -0.809], [-1.266, 0.240, 0.444], [0.769, -1.271, 0.494], [-0.880, 0.840, -0.161], [1.709, -0.258, -0.265], [-1.276, -0.867, -1.613], [1.033, -0.094, -0.483], [-0.166, 0.382, -0.321], [-1.300, 0.588, 0.011], [-0.158, 0.163, 0.228], [-0.682, -0.416, 0.012], [0.417, 0.217, -0.820], [0.359, -0.524, -0.887], [0.088, -0.024, -0.598], [0.228, -0.217, -0.967], [0.755, 0.765, -0.239], [-0.148, 0.220, -0.028], [-0.625, -0.441, 0.032], [-0.242, 0.436, 0.428], [-0.491, 0.516, 1.282], [0.154, 0.502, -0.431], [-1.486, -1.328, 0.693], [-0.258, 2.180, -0.042], [-1.199, -1.283, 0.847], [1.443, -0.384, -0.554], [2.589, 0.751, -1.505], [0.565, 3.244, -0.691], [-1.137, -3.545, 0.561], [0.826, -1.205, -0.085], [-0.616, -1.768, 0.198], [0.641, 2.135, 0.653], [-1.484, 1.933, 0.126], [-0.438, 0.917, 0.567], [0.071, 0.202, -0.236], [-0.005, -0.671, -0.526], [0.629, -0.102, -0.059], [-0.104, -1.399, 0.354], [-0.028, -0.143, 0.080], [-1.049, -0.428, -1.272], [1.435, 1.102, 2.065], [-0.790, -0.652, -1.217]],
  "homo_energy_ha": -0.3769,
  "fmax_ev_per_a": 4.09,
  "total_energy_ev": -90066.38601,
  "charge": 1
}



What did we get for energy relative to the best compared isomer or geometry (same formula, charge and spin)? Answer: 98.5; 32.0; 19.5 kcal/mol, in the order shown.